# 1
{"formula": "C34H59BrNP3Sn", "method": "ωB97M-V/def2-TZVPD", "symbols": ["C", "C", "C", "C", "N", "C", "C", "C", "C", "C", "C", "C", "C", "C", "Sn", "P", "H", "H", "H", "H", "H", "H", "H", "H", "C", "C", "H", "H", "H", "H", "H", "C", "C", "H", "H", "H", "H", "H", "C", "C", "H", "H", "H", "H", "H", "Br", "P", "C", "C", "H", "H", "H", "H", "H", "C", "C", "H", "H", "H", "H", "H", "C", "C", "H", "H", "H", "H", "H", "C", "C", "C", "P", "C", "C", "C", "C", "C", "C", "H", "H", "H", "H", "H", "H", "H", "H", "H", "H", "H", "H", "H", "H", "H", "H", "H", "H", "H", "H", "H"], "coordinates": [[-4.28806, -3.90295, -0.66983], [-3.18294, -4.11807, -1.51771], [-3.31463, -3.84798, -2.89170], [-4.57803, -3.46684, -3.35531], [-5.60895, -3.26417, -2.56175], [-5.48517, -3.50337, -1.27198], [-1.86364, -4.34963, -0.95319], [-0.76994, -4.38922, -0.45782], [0.51721, -3.85087, -0.11724], [1.00926, -2.72191, -0.83168], [2.24727, -2.15542, -0.41640], [2.54052, -2.47878, 0.91437], [2.28086, -3.68211, 1.54717], [1.23002, -4.39704, 0.97679], [1.96249, -0.47490, 1.33019], [-1.42982, 0.59559, -0.56112], [-2.40210, -3.81556, -3.50678], [-4.11002, -3.87008, 0.41525], [-4.76545, -3.25958, -4.41107], [-6.38614, -3.30019, -0.68780], [0.89612, -5.35577, 1.36192], [0.33884, -2.25981, -1.57601], [2.87188, -4.10153, 2.36319], [2.90458, -1.68119, -1.17805], [-1.49376, 2.40357, -0.82637], [-2.49223, 2.97518, -1.81821], [-0.46057, 2.66982, -1.11846], [-1.65857, 2.83688, 0.17160], [-2.38318, 4.06430, -1.82702], [-2.31953, 2.61519, -2.83505], [-3.53643, 2.78490, -1.54346], [-1.73396, -0.21668, -2.17110], [-3.12737, -0.14302, -2.75643], [-1.45814, -1.26632, -1.99003], [-0.99457, 0.20407, -2.86428], [-3.10749, -0.63732, -3.73013], [-3.85713, -0.68365, -2.15194], [-3.47996, 0.87371, -2.93526], [-2.88916, 0.12003, 0.43475], [-4.16232, 0.92418, 0.26379], [-2.54875, 0.13717, 1.48479], [-3.06150, -0.93377, 0.17209], [-4.91497, 0.51257, 0.94308], [-4.02592, 1.97824, 0.51614], [-4.59071, 0.85137, -0.74147], [4.33845, -0.80824, 1.99644], [2.22527, 0.73443, -2.59546], [1.42612, 1.70489, -3.94449], [2.28884, 2.68627, -4.72215], [0.62045, 2.24495, -3.41728], [0.92176, 1.00437, -4.62437], [1.66388, 3.26466, -5.41060], [2.77065, 3.40819, -4.06061], [3.03967, 2.18414, -5.34217], [3.81322, 1.64137, -2.16181], [5.13035, 1.28016, -2.85189], [3.90876, 1.45748, -1.07504], [3.62982, 2.72191, -2.26999], [5.95275, 1.84574, -2.38590], [5.39088, 0.22042, -2.74076], [5.15213, 1.55808, -3.91605], [2.84741, -0.81849, -3.39835], [3.26873, -0.75234, -4.85117], [2.02301, -1.54035, -3.28358], [3.67989, -1.23063, -2.81429], [3.51502, -1.76113, -5.20204], [2.45581, -0.39257, -5.48227], [4.17700, -0.16028, -5.00211], [-0.94702, -1.51934, 3.24247], [-0.97855, -0.07306, 3.77137], [-1.07051, -0.01655, 5.30101], [0.40841, 0.95084, 3.05801], [-0.03849, 2.73831, 2.78238], [-0.57346, 3.50639, 4.00005], [1.09946, 3.50014, 2.08088], [1.96565, 0.83608, 4.14297], [2.17399, 1.85498, 5.27214], [2.17632, -0.62903, 4.60398], [-0.08638, -2.08338, 3.63386], [-0.93486, -1.55856, 2.15740], [-1.86377, -2.03881, 3.57548], [-1.87951, 0.40006, 3.34838], [-0.23357, -0.54675, 5.77159], [-1.08969, 1.00724, 5.71297], [-2.00781, -0.50500, 5.61919], [-0.87654, 2.63453, 2.06607], [0.19126, 3.60466, 4.78426], [-0.85823, 4.52401, 3.67502], [-1.47666, 3.03562, 4.42109], [1.29998, 3.03858, 1.10842], [0.79874, 4.54535, 1.89394], [2.01951, 3.51303, 2.68338], [2.74947, 1.10245, 3.39763], [1.40288, 1.76268, 6.04754], [3.16217, 1.65574, 5.73035], [2.19110, 2.88790, 4.88956], [1.99545, -1.38681, 3.81784], [3.22619, -0.76282, 4.91775], [1.49665, -0.89057, 5.42850]], "atomic_forces_ev_per_a": [[0.52, 0.22, -0.17], [0.06, 0.55, 0.15], [0.27, -0.02, 0.35], [0.85, 0.14, -0.55], [-0.58, -0.39, -0.29], [0.12, 0.21, 1.06], [-1.39, 0.17, -0.41], [1.00, 0.79, -0.37], [-0.25, 0.25, 0.38], [-0.15, -0.38, 0.40], [-1.69, -1.60, -1.41], [1.95, -1.78, -0.66], [-1.13, -0.75, -0.44], [0.22, -0.09, -0.10], [-0.73, 2.80, -0.55], [1.05, -0.57, 0.65], [-0.75, -0.37, 0.05], [-0.49, -0.48, -0.55], [0.28, -0.04, 0.22], [0.37, -0.11, 0.06], [0.16, 0.11, 0.08], [0.93, -0.49, -0.09], [-0.36, 0.58, 0.16], [-0.64, 0.57, 1.22], [0.15, -0.05, 0.01], [-0.25, 0.63, -0.06], [-0.38, 0.02, 0.11], [0.06, 0.00, -0.21], [0.01, -0.08, -0.16], [0.01, 0.06, 0.14], [0.33, -0.11, -0.11], [0.26, 0.23, 0.15], [-0.28, -0.28, -0.62], [-0.07, 0.14, -0.20], [-0.02, -0.14, 0.04], [-0.14, -0.02, -0.03], [0.01, 0.08, 0.02], [0.05, -0.19, 0.17], [0.12, 0.04, -0.06], [-0.67, -0.18, 0.26], [-0.33, -0.04, -0.36], [0.01, 0.06, 0.17], [-0.06, 0.20, -0.02], [-0.01, -0.09, -0.03], [0.24, 0.08, 0.21], [1.17, 0.51, 0.21], [0.77, -0.06, 0.51], [-0.40, 0.04, 0.21], [-0.04, 0.15, -0.42], [0.17, -0.05, -0.31], [0.08, 0.06, 0.18], [0.03, -0.07, 0.10], [0.08, -0.10, -0.13], [-0.03, 0.07, 0.27], [-0.22, 0.02, 0.28], [0.37, 0.26, -0.07], [0.12, 0.16, -0.36], [-0.05, -0.33, 0.13], [-0.28, -0.16, -0.06], [-0.13, 0.20, -0.14], [-0.15, -0.21, 0.33], [-0.35, -0.11, 0.15], [0.31, -0.42, -0.42], [0.15, 0.07, -0.16], [-0.02, 0.20, 0.03], [-0.09, 0.11, 0.01], [0.16, 0.14, -0.05], [-0.36, 0.08, 0.02], [-0.08, -0.13, 0.55], [-0.19, 0.28, -0.34], [-0.09, 0.15, 0.43], [0.69, -0.04, 1.86], [-0.48, 0.00, -0.71], [-0.11, -0.17, 0.42], [0.02, -0.19, -0.08], [-0.08, 0.09, -0.54], [-0.04, -0.05, 0.18], [0.13, 0.19, 0.08], [-0.28, 0.15, -0.07], [0.00, 0.05, -0.30], [0.41, 0.19, -0.11], [0.23, 0.01, 0.13], [-0.46, 0.14, -0.09], [0.01, -0.37, -0.30], [0.38, 0.14, -0.14], [0.30, 0.09, 0.20], [-0.39, 0.00, -0.24], [0.16, -0.48, 0.05], [0.36, 0.17, -0.07], [0.18, 0.10, 0.06], [0.06, -0.46, 0.16], [-0.25, 0.03, -0.21], [-0.25, -0.28, 0.34], [0.23, 0.10, -0.12], [-0.50, 0.10, -0.17], [-0.02, -0.45, 0.20], [0.06, 0.25, 0.19], [-0.50, 0.04, -0.04], [0.52, 0.15, -0.27]], "mulliken_charge": [-0.425, 0.868, -0.311, -0.516, -0.517, -0.414, -0.158, -0.839, 0.701, 0.383, -0.797, -0.301, -0.567, -0.762, 0.999, 0.967, 0.476, 0.472, 0.430, 0.398, 0.558, 0.301, 0.561, 0.468, -0.114, -1.770, 0.306, 0.275, 0.498, 0.339, 0.289, 1.459, -1.494, -0.855, -0.126, 0.488, 0.155, 0.233, 1.016, -1.649, -0.800, -0.061, 0.465, 0.344, 0.310, -0.410, 0.996, -0.421, -1.314, 0.183, 0.482, 0.427, 0.288, 0.253, -0.556, -1.353, 0.284, 0.478, 0.415, 0.281, 0.251, -0.677, -1.520, 0.273, 0.625, 0.459, 0.338, 0.215, -1.257, 0.469, -1.442, -0.141, 1.147, -1.441, -1.228, 0.973, -1.537, -1.171, 0.180, 0.213, 0.572, 0.847, 0.254, 0.285, 0.463, -0.518, 0.260, 0.488, 0.347, 0.228, 0.522, 0.240, 0.180, 0.288, 0.436, 0.374, 0.020, 0.458, 0.209], "e_tot_ha": -5197.2736, "molar_mass_g_mol": 773.39, "total_charge": 2, "e_above_lowest_kj_mol": 393.01, "orbital_gap_ha": [0.170, 0.185], "max_force_ev_per_a": 2.943}

# 2
{"formula": "C19H23N3O4S", "method": "ωB97M-V/def2-TZVPD", "symbols": ["C", "C", "O", "N", "C", "C", "C", "C", "S", "O", "O", "N", "C", "C", "C", "C", "C", "N", "C", "O", "C", "C", "C", "C", "C", "C", "C", "H", "H", "H", "H", "H", "H", "H", "H", "H", "H", "H", "H", "H", "H", "H", "H", "H", "H", "H", "H", "H", "H", "H"], "coordinates": [[-7.90954, -2.57399, -0.71089], [-7.03343, -1.56597, 0.00105], [-7.15670, -1.27987, 1.16631], [-6.08865, -1.02566, -0.83495], [-5.11163, -0.07316, -0.55709], [-4.97440, 0.52305, 0.69661], [-3.98074, 1.46247, 0.90200], [-3.12817, 1.80343, -0.12955], [-1.84338, 3.01501, 0.12279], [-1.97344, 4.05437, -0.85449], [-1.78434, 3.36944, 1.50871], [-0.46940, 2.17689, -0.35175], [0.21136, 1.25618, 0.43119], [-0.43205, 0.60948, 1.48130], [0.26019, -0.32663, 2.22829], [1.57446, -0.63602, 1.93777], [2.22100, 0.00542, 0.88108], [3.55289, -0.33965, 0.63103], [4.38505, 0.10665, -0.34862], [4.05774, 0.90166, -1.20339], [5.79431, -0.51206, -0.34658], [6.20212, -1.18383, 0.96603], [5.79823, -1.54540, -1.48179], [6.78499, 0.61110, -0.66918], [1.53696, 0.95271, 0.13267], [-3.25625, 1.22757, -1.37890], [-4.24563, 0.28963, -1.59322], [-8.42351, -2.10372, -1.54657], [-7.30589, -3.39743, -1.08710], [-8.64491, -2.96187, -0.01240], [-6.08890, -1.35935, -1.78948], [-5.64461, 0.24743, 1.49332], [-3.85544, 1.94195, 1.86023], [0.07924, 2.66615, -1.04105], [-1.45214, 0.85550, 1.71926], [-0.23552, -0.82269, 3.04891], [2.10411, -1.36993, 2.52846], [3.92602, -1.01580, 1.28045], [5.64675, -2.10376, 1.14616], [6.07697, -0.50986, 1.81193], [7.25548, -1.45258, 0.91020], [6.78689, -1.98735, -1.58436], [5.53035, -1.06635, -2.42005], [5.08089, -2.34016, -1.28356], [6.45007, 1.15616, -1.54739], [7.77412, 0.20272, -0.86192], [6.85035, 1.30916, 0.16282], [2.03687, 1.45223, -0.68004], [-2.58423, 1.52422, -2.16765], [-4.35455, -0.16749, -2.56657]], "atomic_forces_ev_per_a": [[-0.10, 0.00, 0.24], [-0.17, -0.29, -0.35], [-0.03, 0.08, 0.28], [0.13, -0.04, -0.43], [0.22, 0.28, 0.24], [-0.14, -0.06, 0.06], [0.11, 0.10, -0.04], [0.44, 0.42, 0.26], [0.27, -0.08, -0.30], [0.05, -0.17, -0.21], [-0.10, -0.38, -0.05], [-0.61, 0.72, -0.14], [0.10, -0.71, 0.72], [0.03, 0.03, 0.00], [0.07, 0.01, -0.08], [0.05, 0.00, -0.02], [-0.44, 0.13, 0.00], [0.05, -0.28, 0.36], [0.39, -0.23, 0.14], [-0.14, 0.19, -0.18], [0.14, 0.04, -0.15], [-0.07, 0.12, -0.17], [-0.05, 0.14, 0.07], [-0.22, -0.04, -0.04], [-0.06, 0.19, -0.20], [-0.12, -0.11, -0.13], [0.04, 0.09, 0.09], [-0.03, 0.01, -0.10], [0.03, -0.07, -0.07], [0.02, 0.02, 0.01], [-0.08, 0.01, 0.21], [0.02, 0.01, 0.00], [-0.04, 0.00, 0.15], [-0.13, 0.22, -0.09], [-0.06, -0.08, 0.12], [-0.04, -0.04, 0.07], [0.06, -0.08, 0.06], [0.04, 0.15, -0.15], [-0.05, -0.11, 0.07], [0.01, 0.03, 0.12], [0.05, -0.05, 0.01], [0.11, -0.06, 0.01], [-0.01, 0.02, -0.10], [-0.05, -0.11, -0.01], [0.03, 0.04, -0.04], [0.11, -0.08, 0.03], [0.05, 0.11, 0.07], [0.05, 0.02, -0.06], [0.06, -0.05, -0.17], [0.00, -0.04, -0.10]], "nbo_charge": [-0.715, 0.689, -0.587, -0.604, 0.160, -0.199, -0.184, -0.362, 2.322, -0.934, -0.922, -0.856, 0.160, -0.268, -0.171, -0.271, 0.167, -0.606, 0.702, -0.622, -0.142, -0.620, -0.596, -0.598, -0.253, -0.161, -0.236, 0.229, 0.229, 0.246, 0.397, 0.255, 0.246, 0.426, 0.222, 0.217, 0.204, 0.404, 0.201, 0.215, 0.225, 0.209, 0.227, 0.206, 0.237, 0.205, 0.209, 0.246, 0.237, 0.210], "e_tot_ha": -1601.2827, "molar_mass_g_mol": 389.48, "e_above_lowest_kj_mol": 116.13, "smiles": "CC(=O)Nc1ccc(S(=O)(=O)Nc2cccc(NC(=O)C(C)(C)C)c2)cc1", "orbital_gap_ha": 0.324, "max_force_ev_per_a": 1.013}